1.
The following is a DFT calculation (ωB97M-V/def2-TZVPD) of 15 unconnected molecules or ions with the total composition C35H65Cl10N5O5S5 at a distorted geometry.

Results
- E_HOMO (eV) = -8.131
- molecular weight (g mol⁻¹) = 1150.80
- max |F| (hartree/bohr) = 0.0496
- energy (eV) = -234433.4023

```
125
Properties=species:S:1:pos:R:3:forces:R:3:lowdin_charge:R:1
Cl -3.1288 -3.6330 1.6794 0.2917 0.2521 -0.1289 0.52
Cl 4.3752 3.1634 3.0932 -0.1114 0.5210 -0.0327 0.56
Cl 2.4432 1.3203 4.4515 0.3219 0.4862 0.3153 0.55
Cl 1.9199 1.8793 -6.5916 -0.1482 -0.5661 0.0381 0.53
Cl 0.5969 -4.3281 6.4790 -0.1714 0.2515 0.3585 0.47
Cl -1.7980 -3.9788 -4.3727 -0.0702 -0.0710 0.1928 0.56
Cl -0.3505 3.6135 -6.3281 -0.1738 0.1520 0.1155 0.51
Cl -2.6539 -2.8997 -1.7183 -0.1791 -0.2506 -0.8615 0.52
Cl 2.8998 -3.2019 5.2183 -0.1308 0.5591 0.2883 0.45
Cl -0.8717 -3.0893 3.4671 -0.0945 -0.1142 -0.3480 0.52
S -3.5686 0.5731 0.9720 0.2294 0.4471 -0.0829 0.84
S 0.3215 -4.7663 0.2100 1.0173 -0.2330 -1.0129 0.78
S 1.0106 -1.2784 -4.2262 -0.7232 -1.1148 -1.0106 0.81
S -1.6713 4.2238 -1.4368 0.1087 -2.1189 -0.5023 0.80
S -0.6857 4.1327 2.3390 -0.7531 2.0084 1.0189 0.83
O -1.1494 2.7586 2.6578 0.3066 -0.7245 0.2057 -0.57
O 0.9143 -0.0003 -3.4718 -0.0074 0.5665 0.3614 -0.57
O -2.8891 1.1953 -0.2122 0.1976 -0.4816 -0.2925 -0.57
O -1.2018 5.3397 -2.2760 -0.1400 0.7748 -0.2629 -0.56
O 0.8839 -4.8432 -1.2042 -0.7990 -0.0143 1.1177 -0.57
N 5.6297 -0.2669 0.1563 0.2299 -0.5084 0.5064 0.03
N -3.6556 0.2975 -3.3141 0.3726 -0.6382 1.6428 0.00
N 0.0978 0.5912 0.6741 -0.8654 -1.1401 -0.7804 0.04
N -2.1857 1.2670 4.7758 1.3554 -1.0313 0.3775 0.02
N 2.6968 1.5994 -2.2381 0.2076 -0.7528 -0.9426 0.02
C 0.8411 4.1230 1.4803 -0.7970 -0.0707 -0.5630 -0.27
C -2.4637 0.1542 -4.0044 -0.9689 -0.2294 0.3958 -0.16
C 3.7446 1.8469 -3.0957 -0.3991 -0.0412 -0.5658 -0.15
C -1.7973 -2.4928 2.0374 -0.4413 -0.1402 1.6981 -0.95
C -3.4683 3.8856 -1.7451 1.8780 0.7224 -0.7281 -0.22
C -4.7427 0.3133 -4.1267 1.3223 0.3561 -1.2571 -0.13
C 4.2168 2.7374 -1.0832 0.1710 0.0141 -0.4783 -0.11
C 5.2089 -2.4392 0.4986 0.6309 1.6344 -0.7665 -0.11
C -3.0994 -3.1839 -3.4682 1.0323 -1.1297 1.0237 -0.90
C 0.3312 -0.4289 -0.2467 1.2373 0.4714 -0.4164 -0.13
C -2.0014 -0.0726 5.0862 0.3645 0.3329 -0.7046 -0.16
C 4.0167 1.5409 3.6170 -1.4885 -1.0486 -1.5412 -1.00
C 5.2611 -1.4157 -0.4591 -0.8206 -1.6094 -0.7318 -0.13
C -4.8004 -0.5622 0.3969 0.5765 -0.9124 -0.2735 -0.27
C 1.7251 -5.3559 1.2174 -0.8167 0.8883 -0.1754 -0.22
C 0.7489 0.2797 1.8325 1.4959 -0.4284 0.1601 -0.18
C 5.5960 -1.8392 1.7079 0.7519 0.3244 0.4764 -0.13
C 2.6205 -1.4007 -4.9430 0.2348 0.6922 -0.8253 -0.26
C -4.7381 1.8081 1.4713 0.3506 0.7003 -0.1302 -0.24
C 0.5670 2.3139 -5.5169 -0.0734 1.0861 -1.2297 -0.99
C 0.0373 4.9439 3.8738 -1.2085 0.8572 -2.0729 -0.20
C 1.4960 -2.8053 6.2685 -0.3330 -0.2112 -0.9829 -0.99
C -0.8208 -6.1599 0.5022 -0.1712 1.4360 -0.0518 -0.25
C 5.8914 -0.5061 1.4786 -0.7979 -0.6933 0.2300 -0.14
C -3.0959 -0.5146 5.7531 -0.5759 -0.1830 0.6907 -0.11
C 1.3408 -1.2385 0.2566 -1.4521 0.0914 0.5529 -0.11
C -3.9464 0.6280 5.9051 -1.0440 -0.9703 0.9994 -0.12
C 2.9744 2.1186 -1.0286 1.4659 -0.0202 0.3385 -0.16
C -3.3269 1.7017 5.3389 -0.6356 -0.0768 -0.4570 -0.16
C 1.5734 -0.8119 1.6009 -0.1080 -0.4334 -0.4907 -0.11
C 1.2016 -2.5930 -3.0651 -1.2022 -0.1233 0.2856 -0.30
C -4.2251 0.2963 -5.4042 -0.8451 -0.6946 -0.2224 -0.10
C -2.8093 0.1217 -5.3263 -0.3714 0.4574 -0.8332 -0.10
C 4.6628 2.6292 -2.4665 0.1260 -0.2618 1.4997 -0.10
C -1.0145 2.6941 -2.3494 -0.3806 0.6505 1.0047 -0.22
H -0.7791 5.2553 4.5094 -0.1416 -0.3111 0.3315 0.04
H 5.0441 -1.4987 -1.5493 0.2408 0.4266 1.1878 0.12
H 3.3512 -1.2616 -4.1505 0.2978 -0.2882 -0.0721 0.05
H 5.5237 0.6406 -0.2241 0.0030 0.7963 -0.6095 0.11
H 4.8207 3.0734 -0.2304 -0.5885 0.2461 -0.4955 0.08
H -4.9070 0.5836 6.4226 0.3903 0.3359 -0.2409 0.09
H 1.9634 -2.3381 -2.3268 0.1305 -0.2874 -0.2203 0.05
H 2.6676 -0.5538 -5.6371 0.1875 -0.0935 0.1442 0.00
H -4.8683 0.2832 -6.2792 0.4437 0.1251 -0.0047 0.09
H 4.7542 1.2406 4.3072 0.8352 -0.4802 0.5175 0.01
H 0.6733 3.5555 0.5797 0.2219 -0.3610 -0.3130 0.02
H 1.3390 -5.6237 2.1905 0.2008 -0.1611 0.3375 0.05
H -1.5503 1.7961 -1.9786 0.7273 0.5271 0.0277 0.01
H 0.9592 5.1564 1.1893 0.4809 0.3115 -0.0086 0.07
H 2.4558 -4.5500 1.2695 -0.1799 0.1425 0.1530 0.04
H -3.7326 0.0807 -2.3292 0.2910 0.4472 0.0369 0.10
H 5.7929 -2.3843 2.6139 -0.1162 0.1035 0.2580 0.09
H -1.2616 2.8301 -3.4003 -0.0231 0.2307 -0.0445 0.03
H -1.5648 1.8566 4.2397 0.0773 -0.1215 -0.2106 0.08
H -5.4068 -0.0930 -0.3411 -0.5334 0.4959 -0.6576 0.05
H 0.7414 4.2909 4.3031 0.8323 -0.7891 0.7341 0.02
H -1.6344 -6.0173 -0.2396 0.6104 -0.4660 0.3867 0.06
H -0.2753 -7.0796 0.4902 0.0609 -0.6875 -0.4126 0.04
H -3.6333 2.7160 5.1825 -0.2045 0.2186 0.1328 0.11
H -1.0817 -2.4485 1.2412 0.0334 0.2611 -0.5748 -0.03
H 1.6644 -2.1736 -0.1745 0.2845 0.2090 -0.1643 0.06
H -1.5376 0.0376 -3.4533 -0.0977 0.0957 -0.2968 0.08
H 5.5804 2.9946 -2.9064 -0.0844 -0.0269 0.1571 0.09
H 1.3458 -3.5154 -3.6501 0.2101 0.2767 0.5108 0.07
H 1.0495 2.7594 -4.6763 -0.1338 -0.1321 0.8323 0.00
H 1.5867 3.7258 2.1183 1.0974 -0.3440 0.2879 0.01
H -0.1773 1.5500 -5.3556 0.5085 -0.5113 0.2537 -0.01
H 5.1102 -3.4898 0.3699 -0.3486 -0.4586 -0.3853 0.08
H -3.1930 -2.2372 -3.8980 -0.5583 1.3804 -0.5951 -0.05
H -5.3955 -0.8219 1.2488 -0.4147 -0.2272 0.5478 0.06
H -3.9325 4.8276 -1.5411 -0.5782 0.3723 0.4721 0.04
H -3.5598 3.6923 -2.8033 -0.1687 -0.3007 -0.3171 0.05
H 0.0915 2.7236 -2.2062 -0.8754 -0.3101 0.0053 0.04
H 6.1696 0.2668 2.1787 0.1054 0.0176 -0.2637 0.10
H -2.2620 -1.5608 2.3885 0.3904 -0.2398 -0.5491 -0.01
H -2.1870 0.0376 -6.2087 0.1743 0.0109 0.3235 0.10
H 2.4031 1.7765 -0.2011 -0.4807 0.1730 0.6611 0.08
H 2.7216 -2.3111 -5.5605 -0.0215 0.2310 0.6713 0.08
H 0.7925 0.8601 2.7303 -0.6947 0.4006 -0.1647 0.01
H 1.8404 -2.4279 7.2360 -0.1358 -0.1153 -0.4121 0.03
H -3.9595 -3.8317 -3.5056 -0.2257 0.1097 0.1060 0.03
H -5.4721 2.0536 0.6961 -0.0286 -0.5096 0.1459 0.07
H -1.1420 -0.6690 4.8239 0.1585 0.4333 -0.3031 0.06
H 3.9103 0.8947 2.7053 0.4668 0.5567 1.0060 0.02
H -5.1387 1.4767 2.4125 -0.5048 0.1396 0.4095 0.05
H -0.0331 -0.4095 -1.2792 -0.1573 0.1950 0.6689 0.09
H 0.4988 5.8723 3.4924 0.0118 -0.4771 0.1815 0.06
H 0.2124 -2.6690 -2.5690 0.6662 -0.1468 -0.0831 0.01
H 2.2517 -1.3682 2.2590 -0.3938 0.7010 0.0268 0.09
H 1.9683 0.8952 -2.4313 0.3194 0.5169 -0.0424 0.08
H -4.1437 2.7121 1.5922 0.1182 -0.0082 0.3898 0.05
H -3.7095 3.0522 -1.1242 -0.4343 -0.4059 0.3673 -0.01
H 2.1694 -6.1526 0.6609 0.1098 -0.7790 -0.2110 0.05
H -3.2305 -1.5366 6.1586 -0.0051 0.9461 -0.4102 0.11
H -0.6822 1.2337 0.5333 0.3020 -0.1360 0.4361 0.10
H -5.7548 0.3927 -3.7923 -0.1720 0.0314 0.2769 0.10
H -4.3603 -1.4767 -0.0144 0.1021 0.2438 0.1569 -0.01
H 0.8233 -2.1171 5.7028 0.7637 -0.4279 0.6626 0.00
H -1.2230 -5.9747 1.5018 -0.0467 -0.0794 -0.0630 0.03
H 3.8278 1.4126 -4.0887 -0.4842 0.2777 0.1826 0.09
```
Forces are in eV/Å.



2.
The following is a DFT calculation (ωB97M-V/def2-TZVPD) of a molecular structure, C5H8O at a distorted geometry.

Results
- E_HOMO (eV) = -9.583
- molecular weight (g mol⁻¹) = 84.12
- max |F| (hartree/bohr) = 0.0568
- energy (eV) = -7359.3900

```
14
Properties=species:S:1:pos:R:3:forces:R:3:lowdin_charge:R:1
O 0.8941 0.1332 1.4453 -0.7406 -2.1147 -0.6961 -0.08
C 0.7234 -0.9120 0.1964 0.5069 0.8875 0.6260 -0.17
C 0.2628 1.0170 0.4944 -0.0314 0.1202 -0.4000 -0.33
C -1.1595 0.4322 0.3408 -0.1052 0.1876 -0.2686 -0.13
C 1.0783 0.3319 -0.5977 0.2261 0.3441 -0.8905 -0.12
C -0.7470 -0.9490 -0.2001 0.0665 0.2458 -0.3728 -0.16
H -1.3670 -1.8158 0.1083 0.4589 0.5767 -0.5069 0.12
H 0.3181 2.1081 0.6289 0.2568 -0.5119 0.4969 0.15
H 0.6088 0.3234 -1.5933 0.9457 0.4517 -0.0731 0.11
H -1.7681 0.9567 -0.3952 -0.0532 0.2147 0.0911 0.11
H -0.5405 -0.7352 -1.3168 -1.8732 -1.7214 1.4356 0.12
H 1.2491 -1.8917 0.0971 0.0940 1.0875 0.8571 0.15
H -1.7012 0.4086 1.2959 0.3210 -0.0374 -0.2164 0.12
H 2.1374 0.5685 -0.5723 -0.0723 0.2697 -0.0824 0.12
```
Forces are in eV/Å.



3.
The following is a DFT calculation (ωB97M-V/def2-TZVPD) of 2 unconnected molecules or ions with the total composition C3H3O2 at a distorted geometry.

Results
- charge = +1
- E_HOMO (alpha / beta) (eV) = -15.006 / -15.007
- molecular weight (g mol⁻¹) = 71.06
- max |F| (hartree/bohr) = 0.0464
- energy (eV) = -7243.3416

```
8
Properties=species:S:1:pos:R:3:forces:R:3:lowdin_charge:R:1
O 2.4951 0.4446 -0.3244 -1.9660 0.0644 0.5973 0.32
O -2.3255 0.8928 -0.1066 0.0064 0.4962 -0.3035 0.29
C 1.4974 0.6885 0.1508 0.1734 0.6490 0.5630 0.20
C -0.5699 -0.8016 -0.1846 1.5649 -0.2998 1.7761 0.02
C -1.4865 0.1359 -0.2403 -0.7610 -0.3417 0.1093 -0.21
H -0.4924 -1.3889 0.7288 -0.6831 0.3419 0.3519 0.12
H 0.1189 -1.2361 -0.8274 0.3922 -0.2680 -2.2172 0.07
H 0.7630 1.2646 0.8037 1.2733 -0.6420 -0.8769 0.20
```
Forces are in eV/Å.



4.
The following is a DFT calculation (ωB97M-V/def2-TZVPD) of a molecular structure, C9H22N2Si at a distorted geometry.

Results
- E_HOMO (eV) = -8.174
- molecular weight (g mol⁻¹) = 186.38
- max |F| (hartree/bohr) = 0.0864
- energy (eV) = -20545.9988

```
34
Properties=species:S:1:pos:R:3:forces:R:3:lowdin_charge:R:1
Si -0.4068 -0.9087 -0.3270 1.2807 -2.8723 -1.8575 0.71
N -1.9708 -1.4766 0.2116 -1.0091 1.1119 -0.1131 -0.08
N 0.3396 -2.3882 -1.9187 0.0123 2.7691 3.1817 -0.11
C 0.1877 0.2982 3.1198 -0.8478 1.8353 -1.3207 -0.14
C 3.2103 -0.7501 -0.0093 0.8411 1.4885 -1.5739 -0.14
C 0.8840 -1.1833 1.1504 -0.0209 2.1127 -1.7400 -0.35
C 2.1864 -0.2422 0.9328 -2.3413 1.9316 3.2421 -0.30
C -0.8960 2.6356 -2.5040 -2.8642 1.3680 -3.0415 -0.10
C 0.2094 -1.1028 2.5541 -3.0155 -0.2161 -1.6762 -0.29
C -1.2375 1.5500 -1.5716 3.0334 -0.9871 -0.5382 -0.45
C -0.3018 0.5707 -1.4445 -1.1940 0.4264 1.7406 -0.14
C -2.5605 1.7329 -0.9721 -0.3889 -0.4524 1.4676 -0.07
H -2.8461 -0.9382 0.3565 1.3219 -0.4117 -0.2789 0.03
H 4.1869 -0.1777 -0.0220 -1.1148 -0.5227 0.3457 0.09
H 2.8995 -0.8005 -1.0728 -0.1403 -0.0834 0.6119 0.07
H 0.6970 0.6913 -1.8831 -0.4969 0.1061 -0.1488 0.08
H 0.0195 3.1761 -2.5718 1.0424 -0.1570 0.6691 0.07
H -0.9607 -1.2603 2.2993 2.6221 -0.4332 0.9761 0.11
H 1.1654 0.7199 3.2821 0.4788 0.1060 0.1771 0.04
H -2.2370 -2.4424 0.1778 0.3242 -0.3594 -0.0644 0.03
H 1.1864 -2.1639 0.8476 0.2642 -1.0100 0.3608 0.07
H -0.4170 0.5339 4.0282 0.2959 -0.7299 -0.7172 0.08
H -1.0652 2.2190 -3.5473 0.3520 0.3634 0.9063 0.11
H 2.6059 -0.2452 2.0201 -0.1856 0.2681 -1.8689 0.12
H -3.3269 1.7801 -1.7387 -0.1075 0.3784 -0.2373 0.09
H 1.8011 0.8659 0.7714 0.9704 -2.0997 0.1090 0.13
H -0.3058 -3.1465 -1.8744 -0.5986 -0.4929 -0.4803 -0.08
H -1.7103 3.4216 -2.4892 0.8922 -0.5263 0.1822 0.09
H -2.4675 2.7421 -0.4489 -0.7254 -1.4515 -0.2355 0.12
H -2.8586 0.8525 -0.3436 0.3159 1.2918 -0.1044 0.06
H 0.5634 -1.8986 3.1977 0.0707 0.0243 0.3186 0.09
H 3.3686 -1.7201 0.3434 0.8311 -1.8014 0.0551 0.05
H -0.2543 0.9375 2.2440 0.6030 -0.7326 1.6157 0.10
H 0.3116 -1.8816 -2.7979 -0.5015 -0.2422 0.0372 -0.06
```
Forces are in eV/Å.



5.
The following is a DFT calculation (ωB97M-V/def2-TZVPD) of 2 unconnected molecules or ions with the total composition C6H17NO.

Results
- E_HOMO (eV) = -8.441
- molecular weight (g mol⁻¹) = 119.21
- max |F| (hartree/bohr) = 0.0125
- energy (eV) = -10034.8964

```
25
Properties=species:S:1:pos:R:3:forces:R:3:lowdin_charge:R:1
O -2.1559 3.0068 -1.2126 -0.0690 -0.2488 -0.1266 -0.06
N -1.1827 -0.2937 2.1538 -0.0783 -0.4998 -0.0962 -0.14
C 2.1113 0.1760 -1.5578 0.4591 -0.1768 -0.4163 -0.09
C -0.5454 -1.0047 1.0541 -0.3453 0.2984 0.3892 -0.24
C 0.9566 -2.0474 -1.4097 0.4458 0.1736 -0.1863 -0.07
C 0.7459 -0.3809 0.5086 -0.0405 -0.2359 0.2742 -0.18
C 0.9209 -0.5751 -0.9865 -0.4054 0.3388 -0.1322 -0.45
C -1.5082 1.0907 1.9475 0.3313 0.1353 -0.0930 -0.15
H 0.0413 -0.1056 -1.4457 -0.1019 -0.1331 0.0401 0.13
H 0.4534 -2.1863 -2.3628 -0.2344 -0.1476 0.0153 0.08
H 2.0701 1.2600 -1.4130 -0.0666 -0.1662 0.1693 0.08
H 1.5882 -0.7922 1.0648 0.2532 -0.0872 -0.0045 0.12
H -2.0716 3.5062 -0.3965 -0.0541 -0.0506 0.0897 0.03
H 1.9834 -2.3467 -1.5892 0.3581 -0.0843 0.0423 0.07
H -0.8165 -0.5274 3.0640 0.0981 0.2254 -0.1091 0.10
H -0.7266 1.8100 2.2205 0.0620 0.0033 0.1671 0.08
H 0.7358 0.6805 0.7432 -0.0022 0.2395 -0.1090 0.10
H -1.3037 -1.0993 0.2678 0.1536 0.0789 -0.1830 0.12
H -0.3827 -2.0073 1.4294 0.1653 -0.3307 -0.1124 0.11
H -2.4127 1.3265 2.4897 -0.2856 0.2976 0.1467 0.07
H -2.6229 2.1916 -0.9829 0.1082 0.3057 0.0091 0.03
H -1.6757 1.2695 0.8843 -0.1766 -0.1572 -0.0236 0.06
H 3.0616 -0.2112 -1.1661 -0.1622 0.1471 0.1283 0.08
H 2.1540 0.0007 -2.6393 -0.0146 0.0920 0.0627 0.08
H 0.5823 -2.7409 -0.6659 -0.3979 -0.0174 0.0583 0.07
```
Forces are in eV/Å.



6.
The following is a DFT calculation (ωB97M-V/def2-TZVPD) of a molecular structure, C7H15Cl2InN at a distorted geometry.

Results
- charge = -1
- E_HOMO (alpha / beta) (eV) = -4.004 / -2.291
- molecular weight (g mol⁻¹) = 298.93
- max |F| (hartree/bohr) = 0.0467
- energy (eV) = -39211.5921

```
26
Properties=species:S:1:pos:R:3:forces:R:3:lowdin_charge:R:1
In 2.5940 -0.0906 0.7140 1.4984 -0.3813 -0.1279 0.06
Cl 1.5164 -2.2354 0.8662 -0.2658 -0.7533 0.0984 -0.04
Cl 2.0106 1.5841 2.3016 -0.2533 0.5968 0.6647 -0.09
N -0.5736 -0.4887 2.3780 -0.0739 0.0320 0.3024 -0.02
C 0.2115 -0.1660 -1.5298 -0.4534 -0.5634 -0.3370 -0.25
C -2.3105 -0.2760 -1.3623 0.0185 0.0531 0.1988 -0.21
C 0.1500 0.9375 -0.5143 1.8012 0.2232 -1.5747 -0.25
C -1.1097 -0.3024 -2.3089 0.2907 0.2778 0.0423 -0.21
C -2.3237 0.9682 -0.4518 -0.2058 -0.5317 -0.1931 -0.20
C -0.9535 1.3643 0.0169 -1.6598 1.1458 0.9429 -0.15
C 4.5794 -0.6347 1.1972 0.2271 -0.6071 0.7178 -0.29
H 1.0879 1.4964 -0.3360 -0.7001 -0.5047 0.2595 0.02
H -1.1079 -1.2309 -2.8924 -0.0235 0.1051 0.0632 0.10
H -1.1777 0.5265 -3.0241 -0.1189 -0.0073 0.0181 0.11
H 0.3823 -1.1275 -1.0108 0.0515 0.4542 -0.1803 0.02
H -2.2816 -1.1731 -0.7337 0.0353 0.0270 -0.0472 0.11
H -1.0064 0.2590 2.9141 0.0981 -0.3578 -0.0385 0.01
H -2.9898 0.7983 0.4048 0.0467 -0.0175 -0.1046 0.10
H -1.2465 -1.1869 2.0816 0.1267 0.0839 0.2436 0.00
H 1.0617 -0.0292 -2.2113 -0.1600 0.0205 0.1055 0.10
H 5.2234 -0.0520 1.8791 -0.0992 -0.0935 -0.6830 -0.09
H 0.1883 -0.9227 2.8984 -0.4067 0.1849 -0.2304 -0.03
H 5.0132 -1.5898 0.8414 -0.0914 0.7017 0.0229 -0.09
H -3.2393 -0.3121 -1.9400 -0.0126 -0.0800 0.0534 0.10
H -0.9245 2.0837 0.8430 0.1283 0.0131 -0.4566 0.10
H -2.7741 1.8001 -1.0210 0.2019 -0.0215 0.2397 0.11
```
Forces are in eV/Å.